1.
Below is the molecule C8H13NO4S2, with properties calculated with the ωB97M-V functional and the def2-TZVPD basis.

Last column: natural (NBO) charge in e.
Geometry (Å):
C (-1.451, -1.278, 1.679)  -0.285
C (-1.184, -1.911, 0.491)  -0.165
C (-0.870, -0.012, 1.989)  -0.216
C (-0.374, -1.615, -0.622)  -0.258
C (-0.401, 0.867, 1.072)  -0.527
C (0.742, -0.703, -0.618)  0.582
C (1.314, 1.203, -1.988)  -0.274
C (-0.687, -2.024, -2.000)  -0.487
N (1.443, -0.374, 0.486)  -0.763
O (1.033, 2.952, 0.348)  -0.932
O (-0.503, 3.322, 2.161)  -0.929
O (1.479, 1.847, 2.571)  -0.946
O (1.359, -0.267, -1.737)  -0.565
S (-1.772, -0.756, -2.821)  -0.115
S (0.348, 2.427, 1.467)  2.367
H (-2.078, -1.738, 2.363)  0.216
H (-1.706, -2.830, 0.491)  0.208
H (-0.947, 0.277, 3.071)  0.230
H (-0.434, 0.799, -0.040)  0.249
H (0.295, 1.280, -2.465)  0.203
H (2.137, 1.407, -2.602)  0.201
H (1.326, 1.594, -0.945)  0.223
H (-1.185, -3.032, -2.173)  0.236
H (0.006, -1.891, -2.783)  0.244
H (2.369, -0.064, 0.265)  0.423
H (1.158, -0.833, 1.321)  0.422
H (1.650, 2.419, 3.430)  0.523
H (-3.068, -1.064, -2.413)  0.132

Properties
Highest occupied orbital energy = -7.7 eV
Charge = 0
Lowest unoccupied orbital energy = -0.02 eV
Largest force on an atom = 4.23 eV/A
SMILES = CO/C(N)=C(/C=C\C=C\S(=O)(=O)O)CS
Spin multiplicity = 1


2.
Below is the molecule C8H13NS, with properties calculated with the ωB97M-V functional and the def2-TZVPD basis.

Last column: natural (NBO) charge in e.
Geometry (Å):
C (1.764, -0.240, 0.166)  0.125
C (0.365, 1.494, -0.055)  0.165
C (3.003, -0.731, 0.006)  -0.370
C (-1.975, -0.384, -1.443)  -0.641
C (-1.734, 0.129, 1.912)  -0.955
C (0.544, -1.023, 0.595)  -0.414
C (-0.252, 2.709, -0.620)  -0.686
C (0.259, -2.132, -0.312)  -0.646
N (1.540, 1.112, -0.176)  -0.389
S (-0.874, 0.172, 0.428)  0.944
H (3.729, -0.012, -0.197)  0.214
H (3.301, -1.803, 0.070)  0.211
H (-2.715, 0.529, -1.440)  0.159
H (-2.481, -1.255, -1.100)  0.137
H (-2.863, 0.169, 1.784)  0.236
H (-1.334, 0.706, 2.688)  0.207
H (0.697, -1.298, 1.634)  0.257
H (-1.232, 2.911, -0.057)  0.231
H (-0.531, 2.574, -1.702)  0.263
H (0.331, 3.588, -0.541)  0.244
H (-0.379, -1.758, -1.171)  0.270
H (-0.361, -2.844, 0.150)  0.217
H (1.199, -2.612, -0.618)  0.219

Properties
Highest occupied orbital energy = -7.8 eV
Charge = 0
Lowest unoccupied orbital energy = 0.00 eV
Largest force on an atom = 3.21 eV/A
SMILES = C=C1N=C(C)S(=C)(=C)[C@H]1C
Spin multiplicity = 1


3.
Below is a 2-piece molecular cluster, C8H13NS overall, with properties calculated with the ωB97M-V functional and the def2-TZVPD basis.

Last column: natural (NBO) charge in e.
Geometry (Å):
C (-1.571, -0.040, 0.542)  0.459
C (0.433, 1.091, 1.046)  0.125
C (-2.884, -0.140, 0.398)  -0.655
C (-1.189, -0.875, -3.093)  -0.755
C (1.313, -1.924, -2.357)  -0.707
C (1.619, 0.872, 1.681)  -0.179
C (-0.160, 2.464, 0.911)  -0.650
C (2.095, -0.520, 2.060)  -0.644
N (-0.366, 0.031, 0.554)  -0.468
S (-0.223, -1.351, -1.798)  0.633
H (-3.299, 0.206, -0.555)  0.239
H (-3.476, -0.693, 1.009)  0.233
H (-1.182, -1.357, -4.067)  0.206
H (-2.245, -0.737, -2.765)  0.206
H (1.242, -2.499, -3.276)  0.206
H (2.041, -2.030, -1.636)  0.207
H (2.300, 1.754, 2.014)  0.206
H (-0.783, 2.476, 1.866)  0.223
H (-0.831, 2.477, 0.023)  0.226
H (0.656, 3.188, 1.037)  0.233
H (3.202, -0.613, 1.925)  0.215
H (1.588, -1.169, 1.433)  0.220
H (1.719, -0.610, 3.046)  0.220

Properties
Highest occupied orbital energy (alpha / beta) = -7.6 / -7.8 eV
Charge = 0
Lowest unoccupied orbital energy (alpha / beta) = 0.15 / 0.17 eV
Largest force on an atom = 4.41 eV/A
Spin multiplicity = 1


4.
Below is the molecule C8H13PSi, with properties calculated with the ωB97M-V functional and the def2-TZVPD basis.

Last column: Mulliken spin population.
Geometry (Å):
C (-0.309, 1.354, -2.590)  0.509
C (-0.270, 1.105, -1.205)  -0.189
C (-0.009, 0.403, -3.550)  0.091
C (0.414, -0.871, -3.218)  0.126
C (0.115, -0.109, -0.593)  0.435
C (1.388, 0.925, 2.014)  -0.001
C (0.443, -1.973, 1.615)  -0.002
C (-1.648, 0.167, 1.986)  0.004
Si (0.078, -0.200, 1.280)  0.034
P (0.424, -1.583, -1.681)  0.945
H (-0.456, 2.418, -2.848)  0.027
H (-0.734, 1.833, -0.567)  -0.001
H (-0.328, 0.651, -4.534)  0.015
H (0.622, -1.498, -4.056)  0.002
H (1.388, 1.836, 1.467)  0.004
H (1.332, 1.178, 3.085)  0.000
H (2.418, 0.597, 1.920)  -0.004
H (-0.001, -2.280, 2.599)  0.000
H (-0.100, -2.556, 0.922)  0.006
H (1.498, -2.173, 1.683)  0.004
H (-2.377, -0.341, 1.421)  -0.003
H (-1.955, -0.054, 3.015)  0.001
H (-1.933, 1.173, 1.834)  -0.001

Properties
Highest occupied orbital energy (alpha / beta) = -5.7 / -9.3 eV
Charge = 0
Lowest unoccupied orbital energy (alpha / beta) = 0.66 / -2.71 eV
Largest force on an atom = 4.60 eV/A
Spin multiplicity = 3